{
  "formula": "C3H14NO4",
  "method": "ωB97M-V/def2-TZVPD",
  "total_charge": 1,
  "e_above_lowest_kcal_mol": 54.6,
  "molar_mass_g_mol": 128.15,
  "total_energy_ha": -478.11822,
  "symbols": ["O", "O", "O", "O", "N", "C", "C", "C", "H", "H", "H", "H", "H", "H", "H", "H", "H", "H", "H", "H", "H", "H"],
  "xyz": [[-1.77, 1.65, 0.03], [-0.99, -2.04, 3.09], [0.53, 0.98, -3.00], [-1.47, -1.34, 0.53], [0.51, 0.31, -0.52], [2.38, 0.66, 0.93], [0.40, -0.82, -1.06], [1.74, 0.98, -0.17], [-1.51, -2.17, 3.89], [-0.42, -1.35, -1.52], [2.10, 1.72, -0.86], [-2.29, 2.23, -0.54], [-0.03, 1.62, -3.44], [-0.34, 0.92, -0.56], [-1.09, -0.78, 1.23], [-2.28, -1.65, 0.96], [-2.34, 0.92, 0.30], [2.09, -0.14, 1.60], [0.54, 0.16, -3.49], [-0.27, -2.66, 2.99], [1.28, -1.47, -1.16], [3.21, 1.26, 1.28]],
  "lowdin_charge": [-0.0245, -0.0445, -0.0311, -0.0738, 0.0116, 0.0845, 0.0955, -0.1275, 0.0561, 0.1158, 0.1236, 0.0797, 0.0678, 0.1086, 0.0309, 0.0697, 0.0552, 0.0761, 0.0582, 0.0536, 0.1347, 0.0797]
}

***

{
  "formula": "C3H14NO4",
  "method": "ωB97M-V/def2-TZVPD",
  "total_charge": 1,
  "e_above_lowest_kcal_mol": 0.0,
  "molar_mass_g_mol": 128.15,
  "total_energy_ha": -478.20530,
  "symbols": ["O", "O", "O", "O", "N", "C", "C", "C", "H", "H", "H", "H", "H", "H", "H", "H", "H", "H", "H", "H", "H", "H"],
  "xyz": [[1.62, -2.70, 0.32], [0.25, 1.97, 1.90], [-1.62, 1.67, -0.30], [-2.71, -1.05, 0.50], [0.02, -0.36, 0.37], [-0.90, 1.26, -1.21], [1.56, 0.72, -1.26], [0.14, 0.16, -1.02], [-0.09, -0.70, -1.71], [2.38, -2.97, 0.84], [1.28, -3.53, -0.01], [-3.29, -0.24, 0.40], [1.66, 1.08, -2.30], [1.77, 1.49, -0.54], [0.51, 2.27, 2.76], [0.24, 0.40, 1.02], [2.25, -0.13, -1.13], [-0.47, 2.54, 1.65], [-0.99, -0.75, 0.52], [-0.94, 1.66, -2.21], [-3.29, -1.62, 0.93], [0.63, -1.16, 0.48]],
  "lowdin_charge": [-0.0238, -0.0245, 0.0583, -0.0269, 0.1816, -0.1606, -0.0117, -0.3020, 0.1769, 0.0675, 0.0655, 0.1051, 0.1056, 0.0844, 0.0621, 0.0978, 0.0894, 0.0587, 0.1404, 0.1348, 0.0344, 0.0871]
}

***

{
  "formula": "C3H14NOPbS",
  "method": "ωB97M-V/def2-TZVPD",
  "total_charge": 1,
  "e_above_lowest_kcal_mol": 19.3,
  "molar_mass_g_mol": 319.42,
  "total_energy_ha": -843.36403,
  "symbols": ["Pb", "S", "O", "N", "C", "C", "C", "H", "H", "H", "H", "H", "H", "H", "H", "H", "H", "H", "H", "H", "H"],
  "xyz": [[-1.76, 1.38, -1.97], [1.30, -0.20, 0.73], [0.25, 0.51, 1.54], [-1.94, 1.94, 0.44], [-0.94, -0.71, -2.13], [0.86, -1.95, 0.73], [2.78, -0.13, 1.76], [-1.24, -1.10, -3.12], [-1.31, -1.37, -1.33], [2.95, 0.94, 1.95], [0.15, -0.69, -2.08], [3.66, -0.58, 1.28], [-0.24, -2.02, 0.72], [-1.81, 2.94, 0.61], [1.29, -2.44, 1.61], [1.25, -2.44, -0.17], [-2.86, 1.65, 0.79], [-0.18, 2.13, -2.51], [2.52, -0.65, 2.69], [-1.19, 1.41, 0.94], [-3.52, 1.37, -2.47]],
  "lowdin_charge": [1.1369, 0.8199, -0.5786, 0.0015, -0.3122, -0.2423, -0.2401, 0.0055, -0.0128, 0.0637, -0.0152, 0.0700, 0.0547, 0.0722, 0.0583, 0.0598, 0.0757, -0.0327, 0.0634, -0.0014, -0.0463]
}

***

{
  "formula": "C3H14O3",
  "method": "ωB97M-V/def2-TZVPD",
  "total_charge": 0,
  "smiles": "CCC.O.O.O",
  "e_above_lowest_kcal_mol": 54.5,
  "molar_mass_g_mol": 98.14,
  "total_energy_ha": -348.33063,
  "symbols": ["O", "O", "O", "C", "C", "C", "H", "H", "H", "H", "H", "H", "H", "H", "H", "H", "H", "H", "H", "H"],
  "xyz": [[1.47, -3.66, -4.43], [-3.27, -0.87, 1.32], [-1.34, 0.87, -0.74], [0.76, 0.63, 2.53], [1.39, 1.01, 1.20], [1.47, 2.53, 0.73], [-0.51, 1.12, -0.34], [0.94, 3.21, 1.38], [2.43, 0.60, 1.01], [0.93, 0.85, 0.27], [-3.23, -1.58, 0.61], [0.16, -0.30, 2.63], [-4.15, -0.77, 1.59], [2.58, 2.90, 0.85], [-0.05, 1.40, 2.47], [1.42, 0.77, 3.39], [2.39, -3.55, -4.01], [-1.99, 0.25, -0.19], [1.11, 2.69, -0.32], [1.36, -3.25, -5.30]],
  "lowdin_charge": [-0.1033, -0.0488, -0.1080, -0.1037, -0.3262, -0.1242, -0.0372, 0.0481, 0.1155, 0.0248, 0.0856, 0.0763, -0.0008, 0.0926, 0.0803, 0.0707, 0.0768, 0.0791, 0.0759, 0.0265]
}

***

{
  "formula": "C3H14O3",
  "method": "ωB97M-V/def2-TZVPD",
  "total_charge": 0,
  "smiles": "CCC.O.O.O",
  "e_above_lowest_kcal_mol": 21.3,
  "molar_mass_g_mol": 98.14,
  "total_energy_ha": -348.38363,
  "symbols": ["O", "O", "O", "C", "C", "C", "H", "H", "H", "H", "H", "H", "H", "H", "H", "H", "H", "H", "H", "H"],
  "xyz": [[1.88, -0.34, -1.81], [1.74, -1.28, 1.11], [1.95, 1.33, 0.38], [-2.07, 0.49, 0.56], [-2.00, 0.97, -0.94], [-2.42, -1.06, 0.70], [-2.76, 1.14, 1.06], [1.25, -0.57, -1.08], [2.16, 1.17, -0.61], [1.19, -1.42, 1.91], [-3.39, -1.24, 0.20], [-1.01, 0.55, 0.99], [-1.74, -1.89, 0.32], [-2.88, 0.54, -1.42], [2.53, -0.99, -1.54], [-1.13, 0.42, -1.43], [1.75, -0.31, 0.96], [-1.85, 2.04, -1.06], [-2.73, -1.21, 1.78], [2.90, 1.69, 0.67]],
  "lowdin_charge": [-0.0723, -0.1014, -0.1465, -0.2917, -0.1200, -0.1354, 0.0775, 0.0408, 0.0615, 0.0530, 0.0522, 0.0924, 0.0801, 0.0580, 0.0445, 0.0730, -0.0275, 0.0581, 0.0714, 0.1322]
}

***

{
  "formula": "C3H14O3S",
  "method": "ωB97M-V/def2-TZVPD",
  "total_charge": 0,
  "smiles": "CCCS.O.O.O",
  "e_above_lowest_kcal_mol": 2.6,
  "molar_mass_g_mol": 130.21,
  "total_energy_ha": -746.60380,
  "symbols": ["S", "O", "O", "O", "C", "C", "C", "H", "H", "H", "H", "H", "H", "H", "H", "H", "H", "H", "H", "H", "H"],
  "xyz": [[-1.64, -0.19, 1.97], [3.20, -0.48, -0.49], [3.54, 0.43, 2.08], [1.23, 1.21, 0.84], [-1.57, -0.71, 0.22], [-1.77, -0.07, -2.19], [-2.32, 0.16, -0.78], [1.69, 0.84, 0.07], [-3.37, -0.03, -0.75], [-2.37, 0.46, -2.93], [-0.75, 0.34, -2.24], [3.63, -0.36, 0.38], [-0.51, -0.71, -0.04], [-1.89, -1.75, 0.20], [-1.78, -1.11, -2.47], [2.96, -1.41, -0.58], [2.60, 0.58, 1.90], [-2.10, 1.20, -0.52], [3.57, -0.21, 2.80], [0.60, 1.86, 0.51], [-2.97, -0.06, 2.00]],
  "lowdin_charge": [0.6892, -0.0685, -0.0619, -0.0826, -0.5945, -0.1165, -0.3277, 0.0255, 0.0952, 0.0722, 0.0729, 0.0106, 0.0497, 0.0635, 0.0706, 0.0438, 0.0079, 0.0971, 0.0549, 0.0585, -0.1598]
}

***

{
  "formula": "C3H14O4",
  "method": "ωB97M-V/def2-TZVPD",
  "total_charge": 0,
  "smiles": "C=CC.O.O.O.O",
  "e_above_lowest_kcal_mol": 66.1,
  "molar_mass_g_mol": 114.14,
  "total_energy_ha": -423.56328,
  "symbols": ["O", "O", "O", "O", "C", "C", "C", "H", "H", "H", "H", "H", "H", "H", "H", "H", "H", "H", "H", "H", "H"],
  "xyz": [[-0.26, -4.15, -1.91], [3.85, -0.70, -0.52], [1.49, -1.45, -0.87], [1.41, -2.51, -3.61], [-2.80, 2.07, 2.67], [-1.21, 3.90, 1.94], [-1.50, 2.82, 2.75], [-3.53, 2.80, 2.48], [-0.76, -4.86, -1.77], [-3.00, 1.60, 3.64], [3.28, -0.19, 0.07], [2.08, -2.28, -2.86], [0.13, -4.11, -2.80], [-0.45, 4.61, 1.82], [-0.81, 2.34, 3.43], [0.99, -2.30, -1.12], [3.55, -0.35, -1.29], [-1.94, 4.16, 1.23], [-2.82, 1.07, 1.95], [1.39, -1.76, -4.14], [0.92, -0.70, -1.08]],
  "lowdin_charge": [-0.0104, -0.0372, -0.0903, -0.0601, -0.1407, 0.0045, -0.2203, 0.0364, -0.0411, 0.0576, 0.0377, 0.0844, 0.0423, 0.0263, 0.0785, 0.0651, -0.0370, 0.0239, 0.1339, 0.0007, 0.0458]
}

***

{
  "formula": "C3H14O5",
  "method": "ωB97M-V/def2-TZVPD",
  "total_charge": 0,
  "e_above_lowest_kcal_mol": 165.4,
  "molar_mass_g_mol": 130.14,
  "total_energy_ha": -498.64504,
  "symbols": ["O", "O", "O", "O", "O", "C", "C", "C", "H", "H", "H", "H", "H", "H", "H", "H", "H", "H", "H", "H", "H", "H"],
  "xyz": [[-1.58, -1.71, 1.02], [0.34, 1.23, 2.93], [-2.52, 0.32, 2.50], [0.79, 0.15, 0.70], [-1.49, -0.72, -1.45], [1.13, 1.56, -2.25], [1.43, 0.26, -1.98], [2.57, -0.37, -1.31], [0.25, 1.87, -2.79], [1.59, 0.05, 0.10], [-2.09, -2.58, 1.21], [0.01, -0.41, 0.31], [-1.63, -1.04, -0.49], [-2.88, -0.08, 3.33], [0.72, 0.87, 2.06], [2.66, -1.43, -1.60], [3.40, 0.06, -0.87], [-2.22, -0.47, 1.88], [-0.63, 1.23, 2.85], [-2.39, -0.62, -1.80], [1.88, 2.29, -2.01], [0.65, -0.46, -2.33]],
  "lowdin_charge": [-0.4224, -0.1379, -0.1724, -0.0534, -0.1360, 0.2114, -0.1706, 0.2234, 0.1012, 0.0081, 0.0127, 0.0989, -0.0197, 0.0409, -0.0186, 0.1182, 0.0821, -0.0048, -0.0055, 0.0384, 0.0938, 0.1120]
}

***

{
  "formula": "C3H14O5",
  "method": "ωB97M-V/def2-TZVPD",
  "total_charge": 1,
  "e_above_lowest_kcal_mol": 184.4,
  "s2": 1.73,
  "spin_multiplicity": 2,
  "molar_mass_g_mol": 130.14,
  "total_energy_ha": -498.31012,
  "symbols": ["O", "O", "O", "O", "O", "C", "C", "C", "H", "H", "H", "H", "H", "H", "H", "H", "H", "H", "H", "H", "H", "H"],
  "xyz": [[-2.14, 0.38, -0.71], [-0.91, 0.56, -3.18], [0.56, -1.51, -1.22], [-0.91, -0.70, 4.69], [3.03, -0.98, -0.61], [-1.23, 0.03, -0.04], [0.58, 1.80, -0.52], [-0.19, 1.02, 0.53], [3.46, -1.84, -0.58], [-0.47, -0.25, -2.91], [2.19, -1.14, -1.08], [0.38, 0.44, 1.24], [1.12, 2.57, 0.01], [-1.05, -0.61, 3.73], [-1.30, -1.57, 4.85], [-0.88, 0.58, -4.15], [-1.74, -0.39, 2.31], [-1.19, -1.04, 0.26], [0.37, -2.46, -1.38], [-0.08, 2.26, -1.26], [-0.80, 1.69, 1.15], [1.23, 1.16, -1.10]],
  "lowdin_charge": [0.3418, -0.0359, 0.0394, -0.0635, -0.0246, -0.1809, -0.0393, -0.1458, 0.0585, 0.0098, -0.0370, 0.1197, 0.1029, -0.0659, 0.0497, 0.0649, 0.2411, 0.1689, 0.0889, 0.0918, 0.1441, 0.0714]
}

***

{
  "formula": "C3H15N2O3",
  "method": "ωB97M-V/def2-TZVPD",
  "total_charge": 1,
  "e_above_lowest_kcal_mol": 21.4,
  "molar_mass_g_mol": 127.16,
  "total_energy_ha": -458.29741,
  "symbols": ["O", "O", "O", "N", "N", "C", "C", "C", "H", "H", "H", "H", "H", "H", "H", "H", "H", "H", "H", "H", "H", "H", "H"],
  "xyz": [[2.83, 2.01, 0.87], [-0.18, 2.45, 0.87], [-2.59, 0.52, -1.95], [-1.31, -0.05, 0.52], [1.03, -2.09, -1.54], [0.06, -1.23, -1.11], [0.41, -1.63, 1.34], [-0.33, -1.10, 0.18], [1.42, -2.74, -0.90], [-0.49, 2.96, 1.61], [-0.48, -0.74, -1.91], [-2.74, 1.42, -1.66], [-0.09, -1.88, 2.28], [3.73, 2.24, 1.14], [0.92, -2.56, 1.09], [-1.56, 0.42, -0.36], [1.23, -1.01, 1.74], [0.94, -2.37, -2.50], [-0.91, 0.72, 1.09], [0.79, 2.32, 0.97], [-3.24, 0.39, -2.67], [-2.19, -0.28, 0.97], [2.74, 2.25, -0.07]],
  "lowdin_charge": [-0.0561, -0.0383, -0.0473, 0.1852, 0.1060, -0.1224, -0.0482, -0.2883, 0.0856, 0.0597, 0.1155, 0.0579, 0.0904, 0.0603, 0.0753, 0.0978, 0.0944, 0.0986, 0.1254, 0.0292, 0.0867, 0.1738, 0.0589]
}

***

{
  "formula": "C3H15N2O3",
  "method": "ωB97M-V/def2-TZVPD",
  "total_charge": 1,
  "e_above_lowest_kcal_mol": 65.1,
  "molar_mass_g_mol": 127.16,
  "total_energy_ha": -458.22783,
  "symbols": ["O", "O", "O", "N", "N", "C", "C", "C", "H", "H", "H", "H", "H", "H", "H", "H", "H", "H", "H", "H", "H", "H", "H"],
  "xyz": [[2.22, 2.19, -0.22], [-2.64, 1.45, -2.09], [-2.33, -0.69, 0.48], [2.43, -0.52, 0.34], [-0.37, 0.63, -0.38], [-1.25, -1.38, 1.02], [0.02, -0.40, 0.74], [1.23, -1.29, 0.36], [-3.14, 2.37, -2.02], [-3.38, 0.88, -2.41], [2.72, -0.37, 1.26], [0.34, 1.35, -0.42], [-1.23, 1.17, -0.01], [-1.52, -1.44, 2.11], [-1.25, -2.40, 0.55], [-0.63, 0.24, -1.26], [0.23, 0.25, 1.77], [2.80, 1.69, 0.34], [1.35, -2.18, 1.19], [2.85, 2.91, -0.58], [-2.76, -1.18, -0.14], [3.18, -1.24, -0.13], [1.14, -2.03, -0.52]],
  "lowdin_charge": [-0.1005, -0.1150, -0.0643, -0.0360, 0.2080, -0.1832, -0.1925, -0.3080, 0.1215, 0.0624, 0.0487, 0.0996, 0.1837, 0.1383, 0.1444, 0.1276, 0.2107, 0.0061, 0.1674, 0.1074, 0.0554, 0.1741, 0.1443]
}

***

{
  "formula": "C3H15N2O3",
  "method": "ωB97M-V/def2-TZVPD",
  "total_charge": 1,
  "e_above_lowest_kcal_mol": 41.3,
  "molar_mass_g_mol": 127.16,
  "total_energy_ha": -458.26566,
  "symbols": ["O", "O", "O", "N", "N", "C", "C", "C", "H", "H", "H", "H", "H", "H", "H", "H", "H", "H", "H", "H", "H", "H", "H"],
  "xyz": [[1.00, 0.20, 2.78], [-0.17, 2.55, 2.22], [3.43, -0.47, 1.45], [0.28, 1.12, -0.08], [-1.40, 0.42, -1.44], [-0.43, 0.11, -0.54], [-1.68, -0.48, -2.60], [-1.49, -1.99, -2.12], [-1.83, -2.18, -1.08], [0.43, 2.40, 2.93], [0.64, -0.10, 3.66], [3.63, -0.84, 2.24], [-0.52, -2.35, -2.49], [-2.80, -0.43, -2.83], [-1.54, 1.42, -1.73], [-0.96, 1.98, 2.20], [-1.13, -0.26, -3.50], [-0.37, -0.94, -0.14], [4.27, -0.28, 1.04], [0.27, 2.00, -0.55], [0.84, 1.13, 0.86], [-2.18, -2.62, -2.80], [1.72, -0.40, 2.51]],
  "lowdin_charge": [-0.0876, -0.0680, 0.0079, 0.1735, 0.0207, -0.1158, -0.1886, -0.0975, 0.0805, 0.0222, 0.0969, -0.0174, 0.0758, 0.1359, 0.1738, 0.0603, 0.1073, 0.1657, 0.0619, 0.1237, 0.1427, 0.1031, 0.0231]
}